(1)
ORCA calculation (ωB97M-V/def2-TZVPD) on a molecular structure, C30H35InN9O7S3.

Properties
Total charge = -1
DFT total energy = -3568.63947 Eh

Geometry as XYZ:
```
85
Properties=species:S:1:pos:R:3:forces:R:3
In -0.7618 -0.1816 -0.6782 -0.07 0.16 -0.07
O -1.6853 0.8090 3.3001 -0.04 0.14 0.58
C -1.7250 0.2840 2.2041 -0.52 -0.40 0.33
O -0.9076 0.5683 1.2642 0.26 0.09 -0.76
C -2.8210 -0.7921 1.9730 0.36 0.29 0.28
C -2.2596 -2.1492 1.5203 0.03 -0.34 1.22
C -3.3439 -3.2350 1.6938 0.21 -0.02 0.02
C -4.2563 -2.9466 0.4869 0.02 0.01 -0.22
C -3.5592 -1.7126 -0.0976 -1.28 -0.04 -0.34
O -2.1917 -2.0176 0.1116 0.70 0.30 -0.48
C -3.8158 -0.5091 0.8222 -0.13 0.42 -0.44
C -3.6016 0.7926 0.0171 -0.76 -0.24 0.47
O -4.3906 1.7096 0.1665 -0.20 0.31 0.21
O -2.6690 0.7792 -0.8508 0.71 -0.22 -0.64
H -3.3345 -0.8636 2.9358 0.07 -0.08 -0.20
H -1.2822 -2.3983 1.9253 -0.10 0.01 -0.16
H -3.8631 -3.1414 2.6459 0.06 -0.02 0.06
H -2.9030 -4.2293 1.6249 0.01 0.01 0.07
H -5.2877 -2.7339 0.7624 -0.03 0.00 -0.02
H -4.2493 -3.7688 -0.2312 0.00 0.02 0.03
H -3.7468 -1.5168 -1.1537 0.08 -0.04 0.09
H -4.8448 -0.4808 1.1943 0.20 -0.03 -0.11
S 1.7345 -0.7671 -0.7170 0.02 0.41 -0.78
C 1.7758 -1.6085 0.7443 0.70 -0.49 0.35
N 0.9051 -1.5868 1.6795 -0.64 0.31 -0.15
C 1.2610 -2.3297 2.7626 0.69 -0.61 0.34
C 0.5444 -2.4414 3.9520 0.04 0.04 -0.10
C 1.0156 -3.2870 4.9372 -0.08 -0.05 0.09
C 2.1887 -4.0153 4.7638 0.11 -0.09 0.14
C 2.9463 -3.8732 3.6151 0.06 -0.03 0.03
C 2.4857 -3.0239 2.6279 -0.12 0.14 -0.12
S 3.2086 -2.6313 1.0923 -0.36 0.15 0.16
H -0.3404 -1.8412 4.0960 -0.16 0.07 -0.01
H 0.4668 -3.3878 5.8637 -0.05 0.02 0.03
H 2.5212 -4.6886 5.5422 0.03 -0.01 0.05
H 3.8750 -4.4085 3.4855 0.08 -0.09 0.04
C -0.4813 -4.8560 -3.3045 0.11 -0.20 0.23
N -1.0608 -3.5386 -3.3983 0.03 0.07 0.10
C -1.9267 -3.1866 -4.3835 -0.14 0.20 -0.22
C -2.3884 -1.9315 -4.4938 -0.16 -0.06 -0.12
C -1.9053 -0.9056 -3.5706 -0.11 -0.31 -0.53
O -2.1386 0.2830 -3.7229 -0.21 0.33 -0.10
N -1.1423 -1.3604 -2.5363 -0.04 1.02 0.79
C -0.7555 -2.6304 -2.3726 0.37 -0.91 -0.19
O -0.1263 -3.0230 -1.4057 0.06 -0.34 0.15
H -0.5814 -5.3678 -4.2600 -0.02 0.04 -0.03
H -0.9640 -5.4465 -2.5209 0.07 0.01 -0.04
H 0.5735 -4.7503 -3.0457 -0.10 -0.13 -0.03
H -2.2047 -3.9776 -5.0721 0.01 0.06 0.04
H -3.0831 -1.6461 -5.2670 0.02 0.01 -0.05
C 0.4868 1.6830 -2.8612 0.19 -0.26 -0.63
N -0.0077 1.9441 -1.5056 -0.20 -0.71 0.19
C 1.0822 2.4737 -0.6846 0.61 0.10 0.52
N 1.6509 3.6802 -1.2693 0.12 0.16 0.06
C 2.1122 3.3677 -2.6169 0.31 0.11 -0.11
N 1.0387 2.8814 -3.4740 0.14 -0.03 -0.20
C -0.0190 3.8884 -3.5216 -0.01 0.10 -0.23
N -0.5198 4.2006 -2.1923 -0.17 0.20 -0.03
C -1.0455 2.9786 -1.5936 -0.75 0.26 0.00
C 0.5925 4.6774 -1.3875 0.09 0.25 0.10
H -0.3534 1.3235 -3.4603 0.16 -0.02 0.08
H 1.2721 0.9169 -2.8177 -0.14 0.09 0.02
H 1.8751 1.7246 -0.5924 -0.24 0.13 0.02
H 0.6986 2.6910 0.3153 0.02 -0.10 -0.05
H 2.8875 2.5972 -2.5617 -0.01 0.07 0.02
H 2.5391 4.2764 -3.0561 0.00 -0.08 -0.01
H -0.8420 3.5094 -4.1318 0.04 0.00 0.01
H 0.3770 4.8008 -3.9844 -0.04 -0.09 0.06
H -1.8723 2.5914 -2.1924 0.08 0.06 0.11
H -1.4118 3.1984 -0.5878 -0.02 -0.12 -0.09
H 0.2292 4.9292 -0.3895 0.00 0.02 0.03
H 1.0173 5.5714 -1.8572 -0.09 0.02 0.06
C 2.8404 4.6640 2.1320 -0.21 0.42 -0.05
N 3.6258 3.4792 2.2974 0.07 -0.72 -0.01
C 4.9882 3.3657 2.1541 0.55 -0.18 -0.08
C 5.3135 2.0616 2.2680 0.32 0.26 -0.04
N 4.1478 1.3695 2.4928 -0.09 0.43 -0.15
C 3.0886 2.2351 2.5093 -0.17 -0.13 0.31
S 1.5193 1.8450 2.7921 -0.58 -0.21 0.13
H 3.1177 5.4279 2.8613 0.04 -0.04 0.01
H 1.8015 4.3787 2.2947 0.01 0.05 -0.02
H 2.9558 5.0611 1.1207 -0.04 -0.05 0.03
H 5.6146 4.2198 1.9952 0.11 0.12 -0.06
H 6.2668 1.5766 2.2287 0.17 -0.02 -0.04
H 4.0286 0.3725 2.5486 -0.10 0.02 0.03
```
Positions in Å, forces in eV/Å.

Here are the Mulliken charges for atoms 1 to 6, given in e: atom 1 (In): 1.9099, atom 2 (O): -0.8220, atom 3 (C): 0.1099, atom 4 (O): -0.8283, atom 5 (C): -0.0047, atom 6 (C): 0.2612

(2)
ORCA calculation (ωB97M-V/def2-TZVPD) on a molecular structure, C29H34BaCl3FI2N4O3.

Properties
Total charge = +2
DFT total energy = -3671.14915 Eh

Geometry as XYZ:
```
77
Properties=species:S:1:pos:R:3:forces:R:3
Ba 1.7931 0.9657 1.7919 1.94 1.77 -0.67
C 4.9688 6.0440 3.8719 -0.02 0.19 0.15
C 4.7823 5.1325 2.6584 -0.04 -0.15 0.01
C 5.5356 5.6869 1.4587 0.11 0.15 -0.15
C 3.3074 4.8957 2.4030 -0.15 -0.02 0.00
C 2.6156 5.4591 1.3349 0.13 -0.03 -0.08
C 1.2548 5.2337 1.1516 -0.09 -0.04 0.01
C 0.5152 4.4622 2.0443 0.08 0.06 -0.03
C -0.9675 4.2799 1.8716 -0.09 -0.05 -0.04
C 1.2026 3.9130 3.1303 -0.06 -0.17 -0.07
C 2.5674 4.1117 3.2905 0.07 -0.05 0.09
H 6.0274 6.1975 4.0878 -0.01 -0.04 -0.04
H 4.4993 5.6410 4.7711 0.00 -0.05 -0.05
H 4.5230 7.0249 3.6878 0.01 -0.04 -0.04
H 5.2122 4.1549 2.9083 0.02 -0.01 -0.02
H 5.2387 6.7153 1.2359 -0.03 -0.03 0.05
H 5.3872 5.0991 0.5503 -0.03 -0.07 0.06
H 6.6063 5.7083 1.6648 -0.02 -0.01 0.03
H 3.1475 6.0817 0.6257 -0.05 0.01 0.00
H 0.7456 5.6852 0.3072 0.05 0.02 0.00
H -1.2831 4.5895 0.8751 0.02 0.01 0.02
H -1.5234 4.8829 2.5920 0.05 0.02 0.02
H -1.2703 3.2424 2.0190 0.04 0.00 0.03
H 0.6561 3.3183 3.8580 -0.01 0.05 0.02
H 3.0692 3.6631 4.1429 0.00 0.04 0.01
I 4.2179 -0.6767 -0.4374 0.08 -0.20 0.22
C 3.9451 1.0135 -1.6678 0.19 -0.21 -0.44
I 3.2328 2.7518 -0.7444 0.02 0.65 0.00
H 3.2441 0.7343 -2.4426 0.03 0.02 -0.06
H 4.9186 1.2515 -2.0753 -0.02 -0.01 -0.11
C -5.2448 -2.4587 0.5261 -0.21 0.09 -0.04
C -4.0275 -3.2642 0.9218 0.48 -0.07 0.08
N -2.7557 -2.5832 0.6020 -0.08 -0.07 -0.35
C -2.1292 -1.8861 1.5774 0.04 -0.01 0.15
C -0.9947 -1.1684 1.3902 -0.56 -0.26 -0.17
C -0.3042 -0.3493 2.4437 -0.24 -0.26 0.16
O -0.5448 0.8844 2.4676 -1.06 -0.32 0.20
O 0.7212 -0.8337 2.9914 -0.81 -0.88 0.29
C -0.4114 -1.0917 0.0806 0.29 0.24 0.45
O 0.6041 -0.3888 -0.1369 -0.31 -0.30 -0.22
C -1.0666 -1.8689 -0.9580 0.09 0.15 -0.12
C -0.5445 -1.8601 -2.2597 -0.08 0.01 0.21
C -1.1936 -2.5299 -3.2476 -0.10 -0.08 -0.07
F -0.7152 -2.4696 -4.5055 0.04 0.02 -0.02
C -2.3773 -3.2580 -3.0062 -0.03 -0.12 -0.38
C -2.8829 -3.2827 -1.7240 0.24 0.14 0.02
C -2.2414 -2.5776 -0.6883 -0.39 -0.17 0.34
N -3.0751 -3.9548 -4.0317 -0.05 0.08 0.25
C -4.4835 -3.6422 -4.2379 -0.01 0.09 0.02
C -5.2466 -4.9518 -4.4411 0.21 -0.55 -0.28
N -4.2634 -5.9697 -5.0031 0.00 0.31 0.01
C -3.3533 -5.3152 -6.0187 -0.41 -0.36 0.25
C -2.4273 -4.3420 -5.2797 0.05 0.06 -0.07
H -6.1534 -3.0106 0.7699 0.03 0.00 -0.01
H -5.2562 -2.2362 -0.5421 0.01 -0.02 0.01
H -5.2845 -1.5083 1.0586 0.06 -0.02 0.02
H -4.0041 -4.2491 0.4563 -0.07 0.01 -0.03
H -3.9983 -3.4518 1.9933 -0.13 0.05 0.02
H -2.6082 -1.9442 2.5472 0.05 0.04 0.01
H 0.3516 -1.2894 -2.4617 -0.01 -0.02 -0.04
H -3.7757 -3.8588 -1.5343 0.00 0.01 0.04
H -4.6146 -2.9801 -5.1016 -0.01 -0.01 -0.02
H -4.8946 -3.1216 -3.3778 0.04 0.02 0.01
H -6.0536 -4.8799 -5.1673 -0.05 0.12 0.06
H -5.6266 -5.3878 -3.5198 -0.03 0.12 0.05
H -4.7560 -6.7628 -5.4099 -0.07 -0.01 -0.05
H -3.6992 -6.3231 -4.2309 0.10 0.01 0.02
H -4.0302 -4.8283 -6.7178 0.12 0.09 -0.07
H -2.8199 -6.1059 -6.5390 0.11 0.08 -0.04
H -2.2314 -3.5029 -5.9514 0.02 0.03 0.01
H -1.4758 -4.8210 -5.0583 0.01 0.00 0.03
Cl 5.1498 1.3674 6.6983 -0.01 0.12 0.16
C 5.5180 0.2375 5.4108 -0.63 0.39 -1.15
Cl 5.1429 -1.4063 5.8699 -0.03 -0.21 0.06
Cl 7.1825 0.4008 4.8614 0.14 -0.03 0.08
C 4.6587 0.6109 4.2191 0.74 -0.16 0.89
N 4.0664 0.9502 3.2996 0.27 -0.14 0.32
```
Positions in Å, forces in eV/Å.

Here are the Mulliken charges for atoms 1 to 6, given in e: atom 1 (Ba): 1.4642, atom 2 (C): -1.4243, atom 3 (C): 0.7746, atom 4 (C): -1.6517, atom 5 (C): 0.4099, atom 6 (C): -0.5269

Summary of strongest force on any atom in eV/Å
1.3; 2.7
(order as listed above)
Summary of E_LUMO in eV
2.32; -4.75
(order as listed above)
Summary of energy relative to the best compared isomer or geometry (same formula, charge and spin) in eV
0.9953; 1.3521
(order as listed above)